A molecular structure, C56H52N3O3P2RuSi. Source: the Open Molecules 2025 dataset; level of theory: ωB97M-V with the def2-TZVPD basis set.

Cartesian coordinates (Å):
Ru1 0.0085 1.5924 -0.1159
C1 -2.8691 2.9959 -3.0264
C2 -3.4894 4.0400 -2.3543
C3 -3.1354 4.2831 -1.0399
C4 -2.1459 3.5019 -0.4413
N1 -1.5429 2.4942 -1.1132
C5 -1.9183 2.2433 -2.3602
C6 -1.6795 3.6784 0.9282
C7 -2.3138 4.4393 1.9059
C8 -1.8079 4.4260 3.1976
C9 -0.6864 3.6633 3.4824
C10 -0.0810 2.9290 2.4647
N2 -0.5774 2.9596 1.2125
C11 1.0761 2.0603 2.6360
C12 1.7549 1.9282 3.8513
C13 2.8446 1.0854 3.9403
C14 3.2418 0.3957 2.8027
C15 2.5208 0.5791 1.6372
N3 1.4578 1.3664 1.5384
H1 -3.1097 2.7674 -4.0514
H2 -4.2290 4.6517 -2.8460
H3 -3.5994 5.0811 -0.4836
H4 -1.4316 1.4091 -2.8431
H5 -3.1983 5.0057 1.6688
H6 -2.2888 4.9974 3.9735
H7 -0.3020 3.6336 4.4881
H8 1.4324 2.4895 4.7129
H9 3.3790 0.9755 4.8704
H10 4.0994 -0.2567 2.8150
H11 2.8306 0.0771 0.7341
O1 0.9156 1.6349 -2.3815
P1 2.2234 1.5106 -1.6474
C16 1.9705 -1.3215 -1.5546
P2 0.2175 -1.3606 -2.1172
O2 -0.6010 -0.3316 -1.4002
C17 -0.4320 -3.0045 -1.6859
C18 0.2950 -4.1343 -1.3385
C19 -0.3753 -5.3137 -1.0574
C20 -1.7580 -5.3670 -1.1217
C21 -2.4824 -4.2481 -1.5008
C22 -1.8183 -3.0701 -1.7818
C23 0.1938 -1.3459 -3.9376
C24 -0.0563 -0.2025 -4.6875
C25 0.0824 -0.2258 -6.0640
C26 0.4612 -1.3974 -6.6993
C27 0.6881 -2.5469 -5.9573
C28 0.5545 -2.5260 -4.5809
C29 3.3732 2.6828 -2.4780
C30 2.8811 3.3016 -3.6234
C31 3.6536 4.2353 -4.2868
C32 4.9014 4.5743 -3.7895
C33 5.3868 3.9653 -2.6430
C34 4.6243 3.0205 -1.9783
C35 2.9298 -0.2303 -2.1191
C36 2.9771 -0.2709 -3.5989
C37 3.9656 -0.9311 -4.2584
C38 5.0580 -1.4712 -3.5664
C39 5.2251 -1.1614 -2.2084
C40 4.2559 -0.5106 -1.5127
H12 1.8863 -1.2311 -0.4630
H13 2.4192 -2.2890 -1.7956
H14 1.3747 -4.1120 -1.2871
H15 0.1845 -6.1958 -0.7873
H16 -2.2720 -6.2888 -0.8977
H17 -3.5583 -4.2958 -1.5757
H18 -2.3561 -2.1767 -2.0695
H19 -0.2974 0.7209 -4.1849
H20 -0.0827 0.6737 -6.6390
H21 0.5915 -1.4079 -7.7705
H22 0.9799 -3.4596 -6.4540
H23 0.7289 -3.4254 -4.0059
H24 1.8945 3.0414 -3.9807
H25 3.2764 4.6994 -5.1860
H26 5.4951 5.3150 -4.2996
H27 6.3588 4.2394 -2.2636
H28 4.9959 2.5562 -1.0766
H29 2.1805 0.2080 -4.1404
H30 3.9112 -1.0381 -5.3317
H31 5.7905 -2.0696 -4.0824
H32 6.1354 -1.4578 -1.7075
H33 4.4002 -0.2870 -0.4672
C41 -4.3858 0.5056 1.9010
C42 -3.7873 -0.8759 1.9467
C43 -3.5681 -1.4377 0.5708
C44 -4.4897 -1.8252 2.8746
Si1 -1.8504 -0.5782 2.6306
O3 -1.2152 0.3702 1.5891
C45 -1.8243 0.0349 4.4331
C46 -2.8735 0.5294 5.1939
C47 -2.6777 0.9281 6.5061
C48 -1.4185 0.8529 7.0754
C49 -0.3601 0.3627 6.3278
C50 -0.5642 -0.0453 5.0234
C51 -1.0898 -2.3226 2.6806
C52 -1.3624 -3.2262 3.7002
C53 -0.6246 -4.3917 3.8160
C54 0.3944 -4.6573 2.9170
C55 0.6734 -3.7595 1.8996
C56 -0.0774 -2.6043 1.7718
H34 -5.3866 0.4468 1.4665
H35 -3.7879 1.1692 1.2804
H36 -4.4853 0.9511 2.8861
H37 -4.5288 -1.5019 0.0571
H38 -3.1329 -2.4313 0.6124
H39 -2.9136 -0.7952 -0.0120
H40 -5.5391 -1.9016 2.5811
H41 -4.4709 -1.4903 3.9090
H42 -4.0668 -2.8245 2.8136
H43 -3.8698 0.5923 4.7824
H44 -3.5117 1.2946 7.0843
H45 -1.2622 1.1581 8.0987
H46 0.6247 0.2811 6.7653
H47 0.2562 -0.4515 4.4480
H48 -2.1368 -3.0142 4.4230
H49 -0.8427 -5.0891 4.6094
H50 0.9736 -5.5639 3.0083
H51 1.4749 -3.9650 1.2056
H52 0.1166 -1.8918 0.9787

Values from the calculation:
- Gap between HOMO and LUMO (alpha / beta): 5.471 / 5.658 eV
- Charge: +2
- E_HOMO (alpha / beta): -11.086 / -13.231 eV
- Multiplicity: 6
- Relative energy (zero: lowest compared OMol25 entry of this formula, charge and spin): 76.21 kcal/mol

Mulliken atomic charge list, values in e, 99 entries: number 1, Ru, carries -0.08; number 2, C, carries -1.09; number 3, C, carries -0.77; number 4, C, carries -0.90; number 5, C, carries 0.31; number 6, N, carries 0.62; number 7, C, carries -0.71; number 8, C, carries 0.73; number 9, C, carries -0.71; number 10, C, carries -1.27; number 11, C, carries -0.58; number 12, C, carries 0.06; number 13, N, carries 0.23; number 14, C, carries 0.55; number 15, C, carries -0.62; number 16, C, carries -0.92; number 17, C, carries -1.23; number 18, C, carries 0.39; number 19, N, carries 1.17; number 20, H, carries 0.58; number 21, H, carries 0.48; number 22, H, carries 0.49; number 23, H, carries 0.65; number 24, H, carries 0.48; number 25, H, carries 0.49; number 26, H, carries 0.52; number 27, H, carries 0.44; number 28, H, carries 0.49; number 29, H, carries 0.57; number 30, H, carries -0.33; number 31, O, carries -0.28; number 32, P, carries 1.11; number 33, C, carries -1.86; number 34, P, carries 1.49; number 35, O, carries 0.63; number 36, C, carries 0.29; number 37, C, carries 0.33; number 38, C, carries -1.02; number 39, C, carries -0.66; number 40, C, carries -0.70; number 41, C, carries -1.18; number 42, C, carries 0.88; number 43, C, carries -0.38; number 44, C, carries -0.69; number 45, C, carries -0.76; number 46, C, carries -0.78; number 47, C, carries -1.22; number 48, C, carries 0.56; number 49, C, carries -0.52; number 50, C, carries -0.88; number 51, C, carries -0.54; number 52, C, carries -0.71; number 53, C, carries -0.52; number 54, C, carries 3.22; number 55, C, carries -1.53; number 56, C, carries -0.58; number 57, C, carries -1.24; number 58, C, carries -0.64; number 59, C, carries -1.03; number 60, H, carries 0.23; number 61, H, carries 1.01; number 62, H, carries 0.63; number 63, H, carries 0.49; number 64, H, carries 0.45; number 65, H, carries 0.49; number 66, H, carries 0.51; number 67, H, carries 0.30; number 68, H, carries 0.49; number 69, H, carries 0.42; number 70, H, carries 0.48; number 71, H, carries 0.37; number 72, H, carries 0.33; number 73, H, carries 0.44; number 74, H, carries 0.42; number 75, H, carries 0.43; number 76, H, carries 0.42; number 77, H, carries 0.73; number 78, H, carries 0.53; number 79, H, carries 0.41; number 80, H, carries 0.49; number 81, H, carries 0.35; number 82, C, carries -1.21; number 83, C, carries 2.31; number 84, C, carries -1.61; number 85, C, carries -1.70; number 86, Si, carries -2.79; number 87, O, carries 2.95; number 88, C, carries 1.50; number 89, C, carries -0.61; number 90, C, carries -0.90; number 91, C, carries -0.82; number 92, C, carries -0.74; number 93, C, carries -0.53; number 94, C, carries 0.30; number 95, C, carries -0.16; number 96, C, carries -1.02; number 97, C, carries -0.87; number 98, C, carries -0.56; number 99, C, carries 0.55



A molecular structure, C5H11N2O. Source: the Open Molecules 2025 dataset; level of theory: ωB97M-V with the def2-TZVPD basis set.

Cartesian coordinates (Å):
C1 0.3513 -0.0939 0.8293
C2 2.3364 0.1625 0.8416
C3 -1.5330 0.1240 -0.6031
C4 -1.3444 1.5189 0.1624
C5 0.2545 -1.7151 -0.8919
N1 -0.2963 -0.5636 -0.1713
N2 -0.3146 1.2039 1.3104
O1 0.7711 -1.3464 -2.1165
H1 2.6279 0.2256 1.8013
H2 2.7351 -0.6984 0.4857
H3 -2.4947 -0.3943 -0.1335
H4 -1.4674 0.3179 -1.6862
H5 -0.8869 2.4299 -0.4457
H6 -2.3390 1.8952 0.5589
H7 -0.5797 -2.4579 -1.1481
H8 0.9917 -2.2265 -0.3810
H9 -0.9007 0.9519 2.1013
H10 0.3138 1.8381 1.5188
H11 1.7749 -1.1717 -2.0326

Values from the calculation:
- Gap between HOMO and LUMO (alpha / beta): 7.827 / 7.830 eV
- Charge: +1
- E_HOMO (alpha / beta): -12.119 / -12.121 eV
- Relative energy (zero: lowest compared OMol25 entry of this formula, charge and spin): 174.65 kcal/mol

Table of natural (NBO) atomic charges, one value per atom, all in e: number 1, C, carries 0.40; number 2, C, carries -0.43; number 3, C, carries -0.25; number 4, C, carries -0.26; number 5, C, carries 0.10; number 6, N, carries -0.42; number 7, N, carries -0.54; number 8, O, carries -0.69; number 9, H, carries 0.14; number 10, H, carries 0.13; number 11, H, carries 0.25; number 12, H, carries 0.28; number 13, H, carries 0.26; number 14, H, carries 0.25; number 15, H, carries 0.20; number 16, H, carries 0.21; number 17, H, carries 0.44; number 18, H, carries 0.44; number 19, H, carries 0.50



A molecular structure, C50H59MoN7O8STe. Source: the Open Molecules 2025 dataset; level of theory: ωB97M-V with the def2-TZVPD basis set.

Cartesian coordinates (Å):
Mo1 0.5134 -0.5090 -0.0262
C1 2.2134 0.6596 2.4445
N1 1.2569 -0.4339 2.2119
C2 1.9363 -1.7005 2.4974
C3 3.0982 -2.0022 1.5554
C4 2.6679 -2.6310 0.2382
N2 1.9950 -1.7243 -0.6639
C5 2.2447 -1.9981 -1.9378
C6 1.4218 -1.7350 -3.0410
C7 1.7755 -2.2086 -4.3220
C8 0.8960 -2.1562 -5.3741
C9 -0.3872 -1.6370 -5.1819
C10 -0.7545 -1.1267 -3.9558
C11 0.1392 -1.1333 -2.8767
O1 -0.1720 -0.6104 -1.7350
C12 0.1473 -0.2552 3.1758
C13 -1.1358 -1.0372 2.8854
C14 -1.9740 -0.4035 1.7534
N3 -1.1365 0.5290 1.0397
C15 -1.4890 1.2379 -0.0199
C16 -0.7298 2.5006 -0.1680
C17 -1.3077 3.7472 -0.3448
C18 -0.5184 4.8850 -0.3973
C19 0.8626 4.7812 -0.2917
C20 1.4589 3.5452 -0.1352
C21 0.6738 2.3912 -0.0787
O2 1.1818 1.1870 0.0406
H1 2.7178 0.5364 3.4155
H2 1.6872 1.6145 2.4387
H3 2.9534 0.6858 1.6453
H4 1.2024 -2.5063 2.4129
H5 2.3174 -1.6768 3.5359
H6 3.7658 -2.7053 2.0635
H7 3.6696 -1.1047 1.3154
H8 1.9676 -3.4626 0.4199
H9 3.5665 -3.0417 -0.2425
H10 3.1293 -2.6012 -2.1570
H11 2.7520 -2.6583 -4.4495
H12 1.1795 -2.5499 -6.3425
H13 -1.1018 -1.6528 -5.9940
H14 -1.7452 -0.7334 -3.7857
H15 -0.1116 0.8071 3.1732
H16 0.5116 -0.5246 4.1822
H17 -1.7346 -1.0452 3.7998
H18 -0.9115 -2.0705 2.6262
H19 -2.8088 0.1530 2.2090
H20 -2.3990 -1.1862 1.1142
H21 -2.8014 0.0626 -0.9464
H22 -2.3806 3.8344 -0.4463
H23 -0.9839 5.8521 -0.5104
H24 1.4751 5.6714 -0.3362
H25 2.5322 3.4323 -0.0723
O3 -2.2771 -1.7635 -0.8744
S1 -1.3476 -2.7935 -0.4230
O4 -0.5250 -3.3845 -1.4558
O5 -0.2977 -2.0550 0.5017
O6 -2.0003 -3.7547 0.4453
C22 -7.5327 -0.3496 6.1766
C23 -6.7568 0.4122 5.1415
C24 -6.9329 0.1758 3.7876
C25 -6.1844 0.8443 2.8283
C26 -6.4039 0.5284 1.3812
C27 -5.2240 1.7799 3.2230
Te1 -3.9102 2.5221 1.6857
N4 -2.5307 1.0522 -0.8766
C28 -2.3424 1.7301 -2.1666
O7 -1.2261 1.6830 -2.7267
C29 -3.4334 2.5104 -2.6380
C30 -3.2232 3.3423 -3.7688
C31 -4.2059 4.1787 -4.2293
C32 -5.4532 4.2171 -3.6050
C33 -5.6806 3.4019 -2.4980
C34 -4.7032 2.5668 -2.0169
C35 -3.5037 4.5338 2.3509
C36 -4.4927 5.5113 2.2212
C37 -5.9165 5.1339 1.9428
C38 -4.1530 6.8521 2.3151
C39 -2.8441 7.2498 2.5332
C40 -2.4621 8.6994 2.5427
C41 -1.8847 6.2698 2.7232
C42 -2.1932 4.9178 2.6433
C43 -1.0840 3.9436 2.9192
C44 -5.0426 2.0314 4.5854
C45 -3.9939 2.9878 5.0607
C46 -5.8145 1.3564 5.5183
H26 -8.2414 -1.0289 5.7094
H27 -8.0800 0.3259 6.8325
H28 -6.8561 -0.9352 6.7986
H29 -7.6600 -0.5596 3.4701
H30 -7.2225 -0.1769 1.2616
H31 -5.5098 0.0812 0.9450
H32 -6.6402 1.4388 0.8268
H33 -2.2485 3.3083 -4.2319
H34 -4.0156 4.8240 -5.0774
H35 -6.2336 4.8673 -3.9739
H36 -6.6477 3.4286 -2.0103
H37 -4.8933 1.9341 -1.1607
H38 -6.2395 4.3192 2.5909
H39 -6.0082 4.7957 0.9090
H40 -6.5813 5.9829 2.0910
H41 -4.9172 7.6045 2.1817
H42 -3.3383 9.3392 2.4762
H43 -1.8146 8.9174 1.6945
H44 -1.9122 8.9533 3.4473
H45 -0.8626 6.5630 2.9251
H46 -0.2133 4.1766 2.3090
H47 -1.3866 2.9206 2.7006
H48 -0.7933 4.0128 3.9697
H49 -3.0207 2.6832 4.6745
H50 -3.9546 3.0135 6.1480
H51 -4.1987 3.9936 4.6978
H52 -5.6636 1.5539 6.5716
C47 4.0188 2.0068 -5.0027
N5 3.6733 1.9025 -3.6114
C48 4.6741 1.5079 -2.6494
C49 3.8119 0.8108 -1.5670
O8 4.2338 0.4100 -0.4930
N6 2.5405 0.7841 -2.0075
C50 2.4629 1.4114 -3.1594
N7 1.3203 1.6018 -3.8197
H53 4.7086 2.8410 -5.1482
H54 3.1272 2.1798 -5.6023
H55 4.5003 1.0875 -5.3614
H56 5.1941 2.3778 -2.2372
H57 5.4123 0.8188 -3.0699
H58 0.4506 1.4342 -3.3071
H59 1.2875 2.3353 -4.5072

Values from the calculation:
- Gap between HOMO and LUMO (alpha / beta): 4.640 / 3.304 eV
- Charge: -1
- E_HOMO (alpha / beta): -3.153 / -1.829 eV
- Multiplicity: 2

Mulliken atomic charge list, values in e, 99 entries: number 1, Mo, carries -1.75; number 2, C, carries -1.14; number 3, N, carries 1.47; number 4, C, carries -1.03; number 5, C, carries -1.18; number 6, C, carries -1.17; number 7, N, carries 1.11; number 8, C, carries -0.49; number 9, C, carries 0.64; number 10, C, carries -0.83; number 11, C, carries -0.71; number 12, C, carries -0.80; number 13, C, carries -0.44; number 14, C, carries -0.08; number 15, O, carries 1.64; number 16, C, carries -1.23; number 17, C, carries -1.31; number 18, C, carries 0.32; number 19, N, carries 0.83; number 20, C, carries -1.23; number 21, C, carries -0.04; number 22, C, carries 0.48; number 23, C, carries -1.30; number 24, C, carries -1.13; number 25, C, carries -0.45; number 26, C, carries 0.60; number 27, O, carries 0.42; number 28, H, carries 0.33; number 29, H, carries 0.00; number 30, H, carries 0.35; number 31, H, carries 0.39; number 32, H, carries 0.70; number 33, H, carries 0.57; number 34, H, carries 0.17; number 35, H, carries 0.34; number 36, H, carries 0.63; number 37, H, carries 0.06; number 38, H, carries 0.39; number 39, H, carries 0.38; number 40, H, carries 0.38; number 41, H, carries 0.36; number 42, H, carries 0.24; number 43, H, carries 0.45; number 44, H, carries 0.70; number 45, H, carries 0.32; number 46, H, carries -0.29; number 47, H, carries -0.05; number 48, H, carries 0.84; number 49, H, carries 0.36; number 50, H, carries 0.46; number 51, H, carries 0.38; number 52, H, carries 0.46; number 53, O, carries -0.86; number 54, S, carries 1.60; number 55, O, carries -0.78; number 56, O, carries -0.35; number 57, O, carries -0.88; number 58, C, carries -1.57; number 59, C, carries 0.74; number 60, C, carries -1.09; number 61, C, carries 0.84; number 62, C, carries -1.46; number 63, C, carries -0.10; number 64, Te, carries 0.68; number 65, N, carries 1.91; number 66, C, carries -1.44; number 67, O, carries -0.59; number 68, C, carries 0.35; number 69, C, carries -0.48; number 70, C, carries -0.78; number 71, C, carries -0.49; number 72, C, carries -0.62; number 73, C, carries 0.11; number 74, C, carries 0.09; number 75, C, carries 0.91; number 76, C, carries -1.61; number 77, C, carries -0.96; number 78, C, carries 0.71; number 79, C, carries -1.63; number 80, C, carries -1.24; number 81, C, carries 1.40; number 82, C, carries -1.19; number 83, C, carries 1.14; number 84, C, carries -1.23; number 85, C, carries -1.03; number 86, H, carries 0.37; number 87, H, carries 0.34; number 88, H, carries 0.32; number 89, H, carries 0.30; number 90, H, carries 0.48; number 91, H, carries 0.19; number 92, H, carries 0.23; number 93, H, carries 0.43; number 94, H, carries 0.41; number 95, H, carries 0.40; number 96, H, carries 0.43; number 97, H, carries 0.59; number 98, H, carries 0.17; number 99, H, carries 0.24



- What is the formula in the first record?
  C56H52N3O3P2RuSi



- Look up the charge of the first one.
  +2